# 1
DFT (the ωB97M-V functional and the def2-TZVPD basis) results for a molecular structure, C36H32BF4P2Pr at a distorted geometry.

```
76
Properties=species:S:1:pos:R:3:lowdin_charge:R:1
C 0.56 -1.30 -2.06 -0.149
C -0.48 -1.60 -1.17 -0.367
C -1.80 -1.75 -1.65 -0.081
C -2.06 -1.62 -3.01 -0.064
C -1.01 -1.41 -3.91 -0.060
C 0.29 -1.24 -3.44 -0.099
P -0.13 -1.71 0.63 1.041
C -1.34 -2.98 1.20 -0.350
C -2.45 -2.62 1.99 -0.100
C -3.47 -3.54 2.24 -0.063
C -3.37 -4.86 1.77 -0.046
C -2.23 -5.23 1.06 -0.043
C -1.22 -4.31 0.77 -0.055
Pr -0.76 0.94 1.87 1.201
P 0.17 2.07 -0.42 1.027
C -1.37 2.33 -1.33 -0.372
C -1.28 2.82 -2.64 -0.097
C -2.29 2.54 -3.55 -0.032
C -3.50 2.01 -3.10 -0.035
C -3.67 1.72 -1.75 -0.050
C -2.61 1.83 -0.86 -0.103
C 0.03 3.20 1.04 -0.418
C 0.83 2.86 2.18 -0.172
C 0.31 3.12 3.46 -0.065
C -0.80 3.96 3.62 0.013
C -1.49 4.41 2.50 0.003
C -1.15 3.97 1.22 -0.049
C 1.85 2.39 -0.96 -0.412
C 2.89 1.45 -0.75 -0.083
C 4.16 1.76 -1.24 -0.042
C 4.39 2.95 -1.93 -0.029
C 3.34 3.84 -2.17 -0.040
C 2.06 3.57 -1.69 -0.081
C 1.45 -2.62 0.68 -0.357
C 1.88 -3.45 -0.37 -0.104
C 3.13 -4.08 -0.30 -0.050
C 3.94 -3.92 0.83 -0.049
C 3.49 -3.14 1.90 -0.056
C 2.26 -2.49 1.83 -0.080
H 1.81 2.37 2.06 0.153
H 0.86 2.78 4.33 0.129
H -1.11 4.25 4.63 0.152
H -2.35 5.07 2.62 0.142
H -1.75 4.24 0.34 0.134
H -0.37 3.37 -2.95 0.104
H -2.11 2.71 -4.61 0.128
H -4.30 1.82 -3.81 0.126
H -4.63 1.36 -1.38 0.126
H -2.76 1.51 0.18 0.079
H 2.69 0.51 -0.23 0.108
H 4.98 1.07 -1.05 0.120
H 5.39 3.20 -2.27 0.123
H 3.51 4.77 -2.72 0.123
H 1.22 4.25 -1.88 0.111
H 1.26 -3.59 -1.25 0.109
H 3.46 -4.69 -1.14 0.117
H 4.90 -4.42 0.88 0.118
H 4.11 -3.03 2.79 0.117
H 1.91 -1.88 2.67 0.091
H -2.53 -1.61 2.41 0.080
H -4.35 -3.23 2.79 0.115
H -4.17 -5.57 1.97 0.124
H -2.13 -6.26 0.71 0.118
H -0.34 -4.63 0.21 0.105
H -2.61 -1.94 -0.95 0.108
H -3.09 -1.71 -3.37 0.118
H -1.19 -1.36 -4.99 0.120
H 1.09 -1.01 -4.15 0.122
H 1.56 -1.11 -1.69 0.100
H 0.34 1.06 -2.96 0.104
H 0.93 1.30 -2.55 0.069
F 1.01 0.12 3.33 -0.055
B 0.26 0.08 4.66 -1.094
F -1.11 0.55 4.26 -0.022
F 0.19 -1.20 5.08 0.232
F 0.82 0.99 5.50 0.212
```

Summary:
ΔE to the lowest compared entry with this formula, charge and spin = 1.141 eV
HOMO energy (alpha / beta) = -13.91 / -13.91 eV
2S+1 = 3
LUMO energy (alpha / beta) = -0.27274 / -0.26326 hartree
Gap between HOMO and LUMO (alpha / beta) = 6.5 / 6.7 eV
Total charge = +2

---

# 2
DFT (the ωB97M-V functional and the def2-TZVPD basis) results for 9 unconnected molecules or ions with the total composition C26H76N10O9 at a distorted geometry.

```
121
Properties=species:S:1:pos:R:3:lowdin_charge:R:1
C 3.61 -2.48 -1.15 -0.097
O 4.71 -3.37 -1.08 -0.178
C 4.31 -4.66 -0.68 -0.232
C 5.31 -5.71 -1.11 -0.427
C 5.37 -5.87 -2.64 -0.061
N 5.02 -7.00 -0.47 0.023
H 3.13 -2.43 -0.18 0.050
H 2.96 -2.73 -1.99 0.100
H 3.96 -1.45 -1.22 0.080
H 4.23 -4.71 0.42 0.114
H 3.32 -4.86 -1.11 0.128
H 6.24 -5.36 -0.65 0.141
H 6.28 -6.43 -2.87 0.071
H 5.41 -4.92 -3.17 0.074
H 4.55 -6.42 -3.08 0.074
H 4.20 -7.40 -0.94 0.067
H 5.72 -7.71 -0.69 0.067
C 0.72 1.76 -2.96 -0.124
O 1.17 2.62 -3.99 -0.189
C 0.98 2.07 -5.28 -0.220
C 1.56 3.08 -6.25 -0.416
C 0.67 4.35 -6.29 -0.074
N 1.64 2.54 -7.63 0.026
H 1.44 0.93 -3.03 0.088
H -0.27 1.30 -3.08 0.086
H 0.82 2.18 -1.97 0.069
H 1.43 1.08 -5.45 0.128
H -0.10 1.92 -5.41 0.123
H 2.54 3.43 -5.94 0.142
H -0.39 4.17 -6.42 0.076
H 1.10 5.03 -7.03 0.068
H 0.78 4.91 -5.35 0.071
H 1.80 3.36 -8.21 0.056
H 0.70 2.24 -7.88 0.069
C 3.65 -2.15 2.35 -0.089
O 2.48 -2.94 2.44 -0.240
C 2.49 -3.94 3.42 -0.209
C 1.09 -4.52 3.64 -0.431
C 0.11 -3.41 4.02 -0.051
N 1.04 -5.62 4.60 0.041
H 3.61 -1.39 1.57 0.085
H 4.47 -2.87 2.20 0.094
H 3.95 -1.64 3.27 0.085
H 3.25 -4.67 3.09 0.127
H 2.94 -3.59 4.36 0.128
H 0.73 -4.92 2.69 0.143
H 0.41 -3.00 4.99 0.060
H -0.91 -3.74 4.17 0.078
H 0.13 -2.55 3.35 0.047
H 1.50 -5.28 5.45 0.073
H 1.64 -6.38 4.29 0.074
C -6.00 1.61 0.22 -0.122
O -5.30 0.51 -0.29 -0.221
C -5.08 0.55 -1.71 -0.180
C -4.22 -0.64 -2.02 -0.410
C -2.91 -0.70 -1.26 -0.059
N -3.93 -0.50 -3.49 0.028
H -5.81 1.80 1.28 0.087
H -7.09 1.49 0.24 0.089
H -5.78 2.55 -0.29 0.064
H -6.04 0.44 -2.21 0.134
H -4.55 1.48 -1.93 0.115
H -4.79 -1.56 -1.93 0.139
H -2.08 -1.10 -1.84 0.076
H -3.02 -1.33 -0.37 0.066
H -2.63 0.30 -0.92 0.057
H -3.51 0.40 -3.67 0.059
H -3.31 -1.23 -3.80 0.063
C 2.06 -0.72 6.58 -0.101
O 1.56 0.51 6.07 -0.189
C 1.75 0.61 4.67 -0.211
C 1.49 2.03 4.21 -0.440
C 0.05 2.43 4.53 -0.057
N 1.86 2.18 2.81 0.055
H 1.86 -0.79 7.65 0.086
H 3.15 -0.67 6.53 0.091
H 1.59 -1.56 6.08 0.060
H 2.75 0.30 4.33 0.118
H 0.99 -0.06 4.23 0.122
H 2.18 2.70 4.74 0.140
H -0.23 3.42 4.14 0.072
H -0.15 2.43 5.60 0.073
H -0.62 1.72 4.03 0.066
H 1.68 3.13 2.50 0.074
H 1.19 1.64 2.26 0.045
C -5.99 5.58 -1.03 -0.102
O -4.59 5.56 -0.83 -0.165
C -3.92 5.07 -1.95 -0.247
C -2.50 4.60 -1.59 -0.441
C -1.67 4.39 -2.83 -0.073
N -2.50 3.38 -0.77 0.064
H -6.27 6.13 -1.94 0.089
H -6.43 6.07 -0.17 0.091
H -6.37 4.56 -1.19 0.072
H -4.30 4.24 -2.57 0.128
H -3.90 5.83 -2.74 0.130
H -2.06 5.47 -1.08 0.140
H -0.62 4.15 -2.68 0.067
H -1.57 5.37 -3.32 0.083
H -2.11 3.72 -3.57 0.082
H -3.21 3.53 -0.05 0.072
H -1.65 3.35 -0.23 0.065
N -0.34 0.73 0.35 0.179
C 0.73 -0.11 0.39 -0.643
N 0.57 -1.20 1.18 0.202
O 1.80 0.15 -0.17 -0.004
H -1.16 0.49 0.88 0.046
H -0.21 1.57 -0.18 0.073
H -0.34 -1.29 1.60 0.065
H 1.38 -1.75 1.42 0.060
N -4.36 -1.01 2.18 0.183
C -3.22 -0.74 2.89 -0.630
N -3.25 -1.10 4.20 0.164
O -2.18 -0.30 2.39 -0.015
H -5.12 -1.43 2.68 0.097
H -4.42 -0.54 1.29 0.071
H -2.43 -0.83 4.71 0.107
H -3.99 -1.62 4.62 0.097
O 3.78 1.59 -1.50 -0.077
H 3.14 0.99 -1.08 -0.028
H 4.63 1.15 -1.37 0.023
```

Summary:
HOMO energy = -9.05 eV
2S+1 = 1
LUMO energy = 0.01325 hartree
Gap between HOMO and LUMO = 9.4 eV
Total charge = 0

---

# 3
DFT (the ωB97M-V functional and the def2-TZVPD basis) results for a molecular structure, C41H42CoP2Te at a distorted geometry.

```
87
Properties=species:S:1:pos:R:3:lowdin_charge:R:1
Co 0.96 -1.14 -0.08 0.452
C -1.88 -0.21 4.46 -0.478
C -2.63 -0.05 3.23 -0.179
C -3.00 1.24 2.66 -0.196
C -1.86 1.88 1.76 -0.169
C -0.60 2.25 2.46 -0.131
C -0.35 2.17 3.79 -0.175
C -1.40 2.25 4.82 -0.200
C -1.90 0.94 5.41 -0.217
C 2.17 -0.25 1.55 -0.296
H -2.06 -1.20 4.89 0.048
H -3.32 -0.88 3.00 0.104
H -3.34 2.02 3.39 0.107
H -3.88 1.08 2.00 0.120
H -1.69 1.20 0.92 0.084
H -2.29 2.78 1.31 0.113
H 0.20 2.51 1.77 0.097
H 0.68 2.17 4.13 0.091
H -2.26 2.79 4.39 0.095
H -1.06 2.90 5.64 0.120
H -1.41 0.70 6.35 0.093
H -2.98 1.03 5.60 0.124
H 2.42 -0.90 2.43 -0.121
H 1.67 0.64 1.98 -0.102
H 3.14 0.10 1.15 -0.066
P -0.22 -1.53 -2.96 0.903
P 1.23 0.57 -3.21 0.932
C -1.24 -0.13 -3.58 -0.277
C -0.46 0.97 -3.71 -0.298
C -0.57 -2.78 -4.33 -0.360
C -1.68 -2.70 -5.18 -0.106
C -1.91 -3.68 -6.15 -0.088
C -1.02 -4.74 -6.31 -0.088
C 0.13 -4.80 -5.50 -0.086
C 0.35 -3.83 -4.51 -0.102
C -1.21 -2.03 -1.57 -0.398
C -1.10 -1.15 -0.43 -0.228
C -1.67 -1.58 0.80 -0.099
C -2.54 -2.66 0.81 -0.067
C -2.84 -3.35 -0.38 -0.059
C -2.18 -3.02 -1.57 -0.078
C 2.10 0.90 -4.87 -0.323
C 1.92 -0.02 -5.92 -0.096
C 2.52 0.20 -7.18 -0.087
C 3.33 1.32 -7.38 -0.102
C 3.50 2.25 -6.34 -0.090
C 2.88 2.04 -5.10 -0.090
C 1.68 2.03 -2.20 -0.402
C 2.94 1.99 -1.56 -0.120
C 3.37 3.08 -0.81 -0.080
C 2.54 4.21 -0.68 -0.085
C 1.29 4.23 -1.29 -0.091
C 0.85 3.14 -2.03 -0.101
H -2.31 -0.21 -3.76 0.078
H -0.76 1.95 -4.08 0.079
H -2.37 -1.86 -5.10 0.087
H -2.80 -3.62 -6.78 0.105
H -1.20 -5.51 -7.07 0.105
H 0.85 -5.62 -5.64 0.106
H 1.24 -3.90 -3.88 0.102
H -0.65 -0.11 -0.52 0.098
H -1.53 -0.94 1.67 0.042
H -3.00 -3.00 1.75 0.112
H -3.60 -4.14 -0.38 0.108
H -2.44 -3.55 -2.49 0.105
H 1.31 -0.91 -5.77 0.086
H 2.37 -0.52 -7.99 0.102
H 3.82 1.48 -8.36 0.106
H 4.13 3.12 -6.50 0.102
H 3.00 2.80 -4.33 0.096
H 3.57 1.09 -1.66 0.110
H 4.36 3.05 -0.34 0.109
H 2.89 5.06 -0.11 0.101
H 0.65 5.10 -1.19 0.100
H -0.13 3.16 -2.50 0.083
Te 0.29 -0.93 4.07 1.397
C 0.55 -0.93 6.16 -0.572
C -0.40 -1.50 7.02 -0.158
C -0.35 -1.19 8.39 -0.090
C 0.69 -0.38 8.88 -0.091
C 1.68 0.10 8.01 -0.096
C 1.61 -0.15 6.64 -0.156
H -1.19 -2.15 6.62 0.097
H -1.12 -1.57 9.07 0.102
H 0.72 -0.12 9.95 0.102
H 2.50 0.69 8.41 0.102
H 2.32 0.25 5.93 0.089
```

Summary:
ΔE to the lowest compared entry with this formula, charge and spin = 0.000 eV
HOMO energy (alpha / beta) = -6.80 / -6.82 eV
2S+1 = 4
LUMO energy (alpha / beta) = 0.00760 / -0.00480 hartree
Gap between HOMO and LUMO (alpha / beta) = 7.0 / 6.7 eV
Total charge = 0

---

# 4
DFT (the ωB97M-V functional and the def2-TZVPD basis) results for 2 unconnected molecules or ions with the total composition H4O2 at a distorted geometry.

```
6
Properties=species:S:1:pos:R:3:lowdin_charge:R:1
O -1.42 -0.06 -0.08 -0.068
H -2.07 -0.10 0.61 0.019
H -1.30 0.91 -0.24 0.073
O 1.47 0.12 0.03 -0.092
H 0.94 -0.63 -0.33 0.039
H 2.37 -0.24 0.01 0.031
```

Summary:
ΔE to the lowest compared entry with this formula, charge and spin = 0.164 eV
HOMO energy = -11.23 eV
2S+1 = 1
LUMO energy = 0.03708 hartree
Gap between HOMO and LUMO = 12.2 eV
Total charge = 0